Entry from the Open Molecules 2025 dataset: C5H8O2 as an isolated structure (ωB97M-V/def2-TZVPD).

Summary:
**E_HOMO**: -9.6 eV
**Kohn-Sham gap**: 10.6 eV
**E_LUMO**: 0.96 eV
**ΔE to the lowest compared entry with this formula, charge and spin**: 40.9 kcal per mole
**Electronic energy**: -345.73981 hartree
**Charge**: 0

Structure (XYZ):
```
15
Properties=species:S:1:pos:R:3:mulliken_charge:R:1
O 0.615 0.642 1.064 -0.54
C -0.147 1.461 0.193 -0.55
C -0.733 0.366 -0.703 -0.31
C -1.047 -0.778 0.322 -0.57
C 0.484 -0.672 0.474 0.59
O 1.387 -1.406 1.194 -0.59
C 0.568 -0.414 -1.035 -0.59
H 1.882 -0.641 1.540 0.37
H -0.867 2.046 0.772 0.32
H 0.531 2.135 -0.346 0.29
H -1.443 0.662 -1.472 0.44
H -1.640 -0.556 1.214 0.29
H -1.421 -1.671 -0.188 0.30
H 1.449 0.130 -1.388 0.28
H 0.382 -1.304 -1.642 0.28
```